Record 1
Here is C6H5NO in the gas phase at a distorted geometry from the OMol25 dataset. Energies are from the ωB97M-V functional and the def2-TZVPD basis.

Each line ends with the Mulliken charge.
Element x y z (Å)
N1 -2.53283 -1.48840 1.47610  -0.4332
C1 -1.57819 -1.05840 0.99792  -0.2163
C2 -0.40819 -0.31490 0.49977  0.8007
C3 -0.38186 1.20695 0.57729  -0.6218
C4 -0.27729 0.47126 -0.76525  -0.1550
C5 1.15084 -0.03819 -0.95438  -0.5530
C6 1.01009 -0.87708 0.34585  0.2714
O1 1.69544 -1.77079 0.86578  -0.5648
H1 0.60369 1.58326 0.84935  0.2460
H2 -1.38962 1.74115 0.71632  0.3007
H3 -0.88992 0.58799 -1.73487  0.3148
H4 1.91082 0.72697 -1.10679  0.3071
H5 1.08703 -0.76982 -1.76709  0.3034

Forces on the atoms, in the same order (eV/Å):
0.30 -0.13 -0.32
0.52 0.88 0.21
-1.65 -1.88 1.24
-0.70 0.00 -1.86
-0.17 0.89 -1.49
-0.18 -0.20 -0.13
1.75 -1.83 0.72
-2.49 3.02 -1.50
-0.71 0.62 0.56
2.01 -0.90 0.26
0.43 -0.23 2.28
0.27 -0.33 0.07
0.62 0.10 -0.03

## Properties
Relative energy (zero: lowest compared OMol25 entry of this formula, charge and spin), kcal/mol: 32.4
SMILES: N#C[C@]12C[C@H]1CC2=O



Record 2
Here is 2 unconnected molecules or ions with the total composition C5H11NO at a distorted geometry from the OMol25 dataset. Energies are from the ωB97M-V functional and the def2-TZVPD basis.

Each line ends with the Mulliken charge.
Element x y z (Å)
C1 3.08851 0.20424 1.89596  -0.7700
C2 1.90751 0.31305 1.31781  -0.1406
C3 1.19810 -0.77751 0.56449  -0.4428
N1 0.81927 -0.28844 -0.78171  -0.3280
C4 -0.51256 -0.22967 -1.16238  -0.0162
C5 -0.98910 0.48350 -2.18384  -0.7907
H1 3.41112 1.01081 2.52143  0.2532
H2 3.80906 -0.59364 1.80264  0.2712
H3 1.29040 1.19907 1.41147  0.3031
H4 1.80359 -1.62352 0.32285  0.2944
H5 0.32170 -1.02711 1.16222  0.3095
H6 1.32258 0.51000 -1.13046  0.2508
H7 -1.14434 -0.98734 -0.72823  0.2748
H8 -0.43209 1.26475 -2.69562  0.2529
H9 -2.05158 0.62147 -2.29310  0.2774
O1 -4.09203 0.23096 0.22396  -0.6210
H10 -4.33665 -0.69956 0.22009  0.3128
H11 -4.93417 0.70027 0.25257  0.3091

Forces on the atoms, in the same order (eV/Å):
0.19 0.59 0.14
-0.33 -1.00 -0.16
0.21 1.29 -1.27
-0.99 0.08 0.27
0.46 -0.41 -0.82
-0.37 1.18 0.38
0.32 0.46 0.17
-0.35 -0.45 -0.13
0.15 0.18 0.27
0.56 -0.82 0.83
-0.15 -0.30 -0.32
0.38 0.01 0.22
-0.20 0.07 0.52
0.36 -0.26 0.08
-0.24 -0.60 -0.19
-0.15 0.02 0.01
0.02 0.00 -0.01
0.13 -0.03 -0.01

## Properties
Relative energy (zero: lowest compared OMol25 entry of this formula, charge and spin), kcal/mol: 61.1
SMILES: C=CCNC=C.O



Record 3
Here is 4 unconnected molecules or ions with the total composition C28H57N3O6 at a distorted geometry from the OMol25 dataset. Energies are from the ωB97M-V functional and the def2-TZVPD basis.

Each line ends with the Mulliken charge.
Element x y z (Å)
C1 24.52333 -24.93370 -24.59506  0.3582
O1 24.90344 -24.96513 -23.34520  -0.6615
O2 25.35529 -24.59716 -25.57068  -0.9730
O3 23.40319 -25.48461 -24.90728  -0.8821
C2 22.53255 -22.28298 -23.74187  -1.8441
C3 23.30753 -20.96561 -23.93567  1.4236
C4 23.32141 -20.28220 -22.55059  -1.1254
C5 24.40298 -19.25325 -22.36494  -0.9376
C6 25.75424 -19.84149 -22.70188  -0.8195
C7 25.82149 -20.53965 -24.06320  2.0492
N1 24.66499 -21.40398 -24.26791  1.0623
O4 24.70511 -21.90777 -25.58687  -0.5287
C8 25.94321 -19.43197 -25.11705  -2.1320
C9 27.09356 -21.39512 -24.04606  -1.2331
C10 22.53084 -20.06406 -24.90827  -1.7963
H1 21.47107 -22.21038 -23.50049  0.3840
H2 23.07363 -22.89098 -23.00854  0.2639
H3 22.66348 -22.97152 -24.58589  0.4783
H4 22.32928 -19.85187 -22.36932  0.4174
H5 23.37692 -21.06126 -21.77938  0.3379
H6 24.34003 -18.81948 -21.36094  0.3923
H7 24.06821 -18.42652 -23.01208  0.3692
H8 26.03666 -20.51323 -21.87951  -0.0580
H9 26.53536 -19.08248 -22.56444  0.4506
H10 25.80042 -19.83067 -26.12316  0.3351
H11 25.16055 -18.68368 -24.97334  0.3791
H12 26.92605 -18.95954 -25.05505  0.4720
H13 28.02367 -20.81524 -23.96567  0.5797
H14 27.12984 -22.09103 -23.20989  -0.4836
H15 27.16908 -21.90571 -25.00637  -0.0535
H16 22.45317 -20.61974 -25.85128  0.3485
H17 22.96051 -19.09258 -25.15528  0.3030
H18 21.49000 -19.98844 -24.58891  0.4665
H19 24.84624 -22.88340 -25.44247  0.2843
C11 29.34729 -26.81463 -25.62030  -1.8584
C12 29.54844 -25.33136 -25.85560  1.8827
C13 31.05299 -25.01786 -25.76416  -1.2425
C14 31.45324 -23.64886 -26.31734  -0.6878
C15 30.89049 -23.42846 -27.72284  -1.3735
C16 29.39409 -23.74132 -27.87510  2.1508
N2 29.02580 -24.96680 -27.18470  0.2941
O5 27.67627 -25.30413 -27.30395  -0.4644
C17 28.60327 -22.47234 -27.49476  -1.9503
C18 29.20135 -23.98498 -29.38861  -2.2929
C19 28.89204 -24.49672 -24.72484  -0.9929
H20 28.31467 -27.10583 -25.81104  0.3903
H21 29.52705 -27.13746 -24.59265  0.1951
H22 30.05555 -27.34266 -26.26450  0.4431
H23 31.41706 -25.05658 -24.73604  0.3410
H24 31.60906 -25.74567 -26.36924  0.4112
H25 32.54900 -23.61211 -26.41662  0.4489
H26 31.32732 -22.81874 -25.61658  0.3441
H27 31.55423 -23.77269 -28.51919  0.4547
H28 31.01883 -22.34425 -27.85324  0.3516
H29 28.97052 -21.60218 -28.04600  0.5044
H30 27.55074 -22.58292 -27.76490  0.3943
H31 28.67216 -22.21152 -26.44057  0.5002
H32 29.54820 -23.13097 -29.96292  0.4032
H33 29.59830 -24.95668 -29.69266  0.5070
H34 28.13621 -24.23204 -29.49454  0.4340
H35 29.05423 -23.42584 -24.83903  0.0644
H36 29.22239 -24.85506 -23.75265  -0.2977
H37 27.80154 -24.61871 -24.80912  0.4800
H38 27.18698 -24.78279 -26.62743  0.4002
C20 26.46114 -23.34056 -19.06182  -2.3407
C21 27.50691 -24.20819 -19.74685  2.2779
C22 28.65928 -24.30761 -18.72687  -1.6818
C23 29.74578 -25.29620 -19.05747  -0.5725
C24 29.04751 -26.64922 -19.28869  -1.4306
C25 27.92068 -26.64944 -20.33024  2.2270
N3 26.99637 -25.53452 -20.03670  0.3330
O6 25.81548 -25.51036 -20.77145  -0.5046
C26 28.47850 -26.61390 -21.74811  -1.6857
C27 27.07934 -27.92213 -20.18095  -2.1368
C28 28.03754 -23.47806 -21.01836  -0.8250
H39 25.69743 -23.01784 -19.77230  0.3499
H40 26.89162 -22.48328 -18.54019  0.4197
H41 25.91725 -23.88285 -18.28090  0.5089
H42 29.04860 -23.31928 -18.45144  0.3966
H43 28.19932 -24.58183 -17.76477  0.4929
H44 30.44860 -25.39965 -18.22790  0.3994
H45 30.30448 -25.01064 -19.95136  0.3262
H46 28.74683 -27.09471 -18.33761  0.4416
H47 29.80919 -27.34222 -19.67314  0.3306
H48 28.86609 -27.53690 -22.17544  0.4461
H49 27.72546 -26.19577 -22.42446  0.3555
H50 29.28492 -25.87160 -21.80619  0.2303
H51 27.68030 -28.77404 -20.51339  0.3687
H52 26.86741 -28.09978 -19.11688  0.4818
H53 26.08139 -27.94670 -20.61022  0.3421
H54 29.09822 -23.69862 -21.14313  -0.0010
H55 27.85611 -22.40344 -21.00026  0.6043
H56 27.52990 -23.87745 -21.90065  -0.3515
H57 26.05842 -25.26677 -21.69881  0.3360

Forces on the atoms, in the same order (eV/Å):
0.00 -3.22 0.19
0.58 0.99 -0.40
0.10 1.39 0.59
0.21 1.20 0.01
0.77 -0.97 -0.42
-0.66 -0.15 1.21
-0.40 -0.88 0.63
-0.96 0.67 -0.39
0.08 0.22 1.22
0.56 0.77 0.49
0.14 0.36 0.08
-0.10 0.06 0.35
-0.17 -0.04 -0.47
0.31 -0.02 -0.61
0.13 -0.93 -1.23
0.00 0.31 0.06
-0.25 0.25 0.37
-0.40 0.41 -0.33
0.04 0.16 -0.22
0.41 -0.04 -0.14
0.30 -0.20 0.10
0.71 0.10 -0.17
-0.39 -0.49 -0.25
0.01 0.14 -0.71
0.13 -0.14 0.06
0.13 0.12 0.07
-0.04 0.11 0.00
-0.28 0.45 0.03
-0.44 -0.24 -0.27
-0.15 -0.40 0.24
0.22 0.15 -0.05
0.02 0.10 0.33
0.10 0.32 0.33
0.41 -0.50 -0.59
-0.21 -0.36 -0.06
0.42 1.61 1.14
0.44 0.36 -0.82
0.98 -0.48 -0.28
0.37 1.59 1.08
0.67 0.44 -0.89
1.20 -0.98 0.06
-0.06 0.62 0.06
-0.39 -0.05 -0.10
-1.48 -1.02 0.80
-1.01 -0.48 -0.74
0.08 0.02 -0.32
0.28 0.39 0.12
-0.29 -0.25 -0.11
-0.26 -0.44 0.10
-0.04 -0.16 0.14
0.01 -0.32 -0.01
-0.93 -0.05 -0.11
-0.26 -1.00 0.18
-0.39 0.01 -0.27
0.10 -0.13 -0.14
-0.05 -0.08 0.26
0.01 -0.16 0.03
-0.13 -0.07 -0.28
0.87 0.33 0.06
-0.07 0.83 -0.40
0.38 -0.04 0.14
0.00 0.15 0.06
-0.05 -0.02 0.48
-0.75 -0.32 -0.05
-1.15 -0.21 0.06
1.17 0.93 -0.19
-0.33 0.27 1.07
-0.77 -0.63 -0.19
1.07 -0.50 -0.42
-1.28 -0.02 -0.09
0.34 -0.19 1.69
0.80 0.08 -0.51
0.29 1.47 -0.55
0.27 -0.75 1.19
-0.32 -0.59 0.00
0.11 0.14 0.00
0.25 0.15 -0.40
0.15 -0.32 -0.14
0.07 0.15 -0.71
-0.02 -0.47 -0.13
0.10 0.07 -0.05
0.03 0.07 0.03
-0.40 0.29 0.04
-0.07 -0.09 -0.01
-0.17 -0.25 0.30
-0.11 -0.44 -0.12
0.11 -0.18 0.05
-0.19 -0.07 -0.16
0.21 0.14 0.03
0.31 0.44 -0.71
0.07 0.28 -0.11
0.17 0.02 0.12
-0.08 0.20 -0.04
-1.15 -0.01 -0.29

## Properties
Net charge: -2



| no. | Kohn-Sham gap (eV) |
| --- | --- |
| 1 | 10.799 |
| 2 | 8.539 |
| 3 | 3.961 |